1.
This record from the OMol25 dataset describes C6H11N3 in the gas phase in a non-equilibrium geometry. The level of theory is ωB97M-V/def2-TZVPD.

The geometry in ORCA input format:
```
! RIJCOSX wB97M-V def2-TZVPD def2/J DEFGRID3
* xyz 0 1
C 0.191 -2.151 0.299
C 0.853 -0.737 0.304
C 0.376 0.232 1.483
N -1.112 0.258 1.406
N -1.689 1.257 0.588
C -1.404 1.331 -0.675
C -0.548 0.547 -1.486
C 0.870 1.057 -1.546
N 0.535 -0.202 -0.990
H -0.847 -2.096 -0.011
H 0.213 -2.564 1.300
H 0.845 -2.747 -0.308
H 1.967 -0.833 0.415
H 0.754 1.191 1.230
H 0.627 -0.170 2.454
H -1.545 0.365 2.307
H -1.827 2.214 -1.105
H -0.885 0.131 -2.387
H 1.237 1.855 -0.838
H 1.389 1.064 -2.439
*
```

Lowest unoccupied orbital energy in eV: 1.082
HOMO level in Ha: -0.2971
Strongest force on any atom in eV Å⁻¹: 3.8
Structure (SMILES): C[C@@H]1CNN=C[C@H]2CN12
Energy above the lowest of the compared OMol25 structures with the same formula, charge and spin in kcal/mol: 77.9
Kohn-Sham gap in eV: 9.17


2.
This record from the OMol25 dataset describes a molecular structure, C12H24CsF3N3NbO4S in a non-equilibrium geometry. The level of theory is ωB97M-V/def2-TZVPD.

The geometry in ORCA input format:
```
! RIJCOSX wB97M-V def2-TZVPD def2/J DEFGRID3
* xyz 2 1
N 1.817 -0.251 0.604
C 2.924 -0.927 0.923
O 3.890 -1.146 0.140
Cs 2.616 -0.582 -1.603
Nb -0.017 0.019 0.290
N -0.578 -1.469 -0.977
N -0.324 1.724 -0.729
C -0.441 -2.916 -0.639
C 0.296 3.070 -0.826
C 0.750 -3.524 -1.415
C -1.739 -3.684 -0.970
C -0.164 -3.042 0.871
C -0.004 3.698 -2.205
C -0.240 3.985 0.299
C 1.819 2.933 -0.673
H 0.658 -3.340 -2.501
H 0.809 -4.616 -1.266
H 1.700 -3.091 -1.049
H -2.603 -3.206 -0.476
H -1.665 -4.723 -0.606
H -1.934 -3.723 -2.055
H 0.734 -2.467 1.165
H 0.023 -4.096 1.140
H -1.027 -2.687 1.459
H 0.304 3.014 -3.016
H 0.552 4.644 -2.319
H -1.077 3.926 -2.330
H -1.341 4.056 0.263
H 0.168 5.007 0.203
H 0.048 3.582 1.283
H 2.071 2.409 0.264
H 2.297 3.927 -0.670
H 2.232 2.364 -1.531
C -1.729 1.642 -1.138
H -2.136 0.643 -0.864
H -2.377 2.389 -0.636
H -1.865 1.728 -2.234
C -1.166 -1.184 -2.287
H -2.258 -1.379 -2.321
H -1.001 -0.123 -2.538
H -0.701 -1.791 -3.092
F 0.348 -0.542 6.115
C 0.219 0.373 5.088
F -0.878 1.176 5.329
F 1.356 1.155 5.021
S -0.011 -0.503 3.515
O 1.281 -1.189 3.078
O -0.964 -1.691 3.707
O -0.674 0.425 2.209
*
```

Lowest unoccupied orbital energy in eV: -10.375
HOMO level in Ha: -0.6080
Strongest force on any atom in eV Å⁻¹: 10.5
Energy above the lowest of the compared OMol25 structures with the same formula, charge and spin in kcal/mol: 124.3
Kohn-Sham gap in eV: 6.17


3.
This record from the OMol25 dataset describes C2H3NOS in the gas phase in a non-equilibrium geometry. The level of theory is ωB97M-V/def2-TZVPD.

The geometry in ORCA input format:
```
! RIJCOSX wB97M-V def2-TZVPD def2/J DEFGRID3
* xyz 0 1
O 1.333 -1.193 0.146
C 1.628 -0.070 -0.100
N 0.745 1.045 -0.021
C -0.628 0.892 0.145
S -1.529 -0.427 -0.070
H 2.646 0.296 -0.386
H 1.081 2.006 -0.170
H -1.138 1.821 0.386
*
```

Lowest unoccupied orbital energy in eV: -0.049
HOMO level in Ha: -0.3124
Strongest force on any atom in eV Å⁻¹: 1.8
Structure (SMILES): O=CNC=S
Energy above the lowest of the compared OMol25 structures with the same formula, charge and spin in kcal/mol: 9.2
Kohn-Sham gap in eV: 8.45


4.
This record from the OMol25 dataset describes a molecular structure, C22H19IN3O4SiV in a non-equilibrium geometry. The level of theory is ωB97M-V/def2-TZVPD.

The geometry in ORCA input format:
```
! RIJCOSX wB97M-V def2-TZVPD def2/J DEFGRID3
* xyz 2 3
V 0.489 0.044 0.930
O -3.286 1.320 0.060
C -2.029 1.117 0.299
O -1.562 0.088 0.795
C -1.072 2.203 -0.018
C -1.308 3.500 -0.432
C -0.217 4.351 -0.587
C 1.072 3.878 -0.355
C 1.240 2.567 0.053
N 0.171 1.758 0.252
C 2.468 1.760 0.266
O 3.680 2.155 0.037
O 2.271 0.592 0.633
H -3.828 0.542 0.290
H -2.320 3.832 -0.625
H -0.369 5.375 -0.898
H 1.922 4.535 -0.494
H 3.762 3.073 -0.265
C -3.065 -4.691 2.817
C -2.582 -3.466 3.256
C -1.720 -2.734 2.455
C -1.325 -3.216 1.204
C -1.826 -4.449 0.773
C -2.690 -5.180 1.575
Si -0.038 -2.382 0.145
C 1.638 -3.207 0.233
C 2.666 -2.750 1.061
C 3.882 -3.413 1.125
C 4.088 -4.548 0.355
C 3.075 -5.023 -0.467
C 1.861 -4.358 -0.532
H -3.736 -5.264 3.443
H -2.877 -3.085 4.225
H -1.351 -1.776 2.805
H -1.546 -4.847 -0.196
H -3.068 -6.134 1.232
H -0.473 -1.974 -1.219
H 2.525 -1.868 1.681
H 4.663 -3.045 1.777
H 5.038 -5.063 0.393
H 3.234 -5.915 -1.058
H 1.082 -4.744 -1.178
I 1.137 -0.533 6.949
C 0.643 0.211 5.087
C -0.086 1.351 4.818
N -0.174 1.461 3.481
N 0.468 0.452 2.856
C 0.970 -0.312 3.835
H -0.534 2.064 5.490
H -0.636 2.190 2.964
H 1.531 -1.207 3.615
*
```

Lowest unoccupied orbital energy (spin up / spin down) in eV: -8.067 / -8.141
HOMO level (spin up / spin down) in Ha: -0.5075 / -0.5039
Strongest force on any atom in eV Å⁻¹: 4.0
Kohn-Sham gap (spin up / spin down) in eV: 5.74 / 5.57